The following is a quantum chemistry calculation of 8 unconnected molecules or ions with the total composition C51H94BBrF6N3O22SSi in a non-equilibrium geometry, from OMol25.

Its charge is +1. Its total energy is -7704.11281 hartree.

Cartesian coordinates (Å):
C  1.767  -7.420  -0.484
C  1.544  -7.460  -1.792
C  1.749  -7.274  -3.401
C  0.734  -6.207  -4.054
C  0.753  -4.743  -3.291
C  0.964  -3.514  -4.271
N  0.129  -2.252  -4.086
C  -1.159  -2.268  -4.820
C  -2.025  -3.612  -4.950
C  -2.084  -4.136  -6.503
F  -2.316  -3.237  -7.611
C  -1.936  -5.567  -6.739
F  -2.676  -6.408  -5.807
F  -1.111  -6.120  -7.769
C  0.241  -1.579  -2.705
C  -0.354  -0.089  -2.935
C  -0.172  1.097  -1.920
O  -0.840  2.256  -2.592
Si  -0.352  3.709  -1.768
C  -1.740  5.024  -2.155
C  -0.268  3.576  0.138
C  1.289  4.487  -2.388
S  -0.740  -2.307  -1.327
O  -0.921  -1.344  -0.134
O  -0.101  -3.493  -0.577
C  -2.487  -2.855  -1.672
F  -3.201  -2.769  -0.398
F  -2.626  -4.280  -1.962
F  -3.268  -2.023  -2.535
C  1.849  -1.463  -2.490
Br  2.699  0.152  -3.390
B  2.316  -1.250  -0.900
O  2.920  -2.386  -0.182
N  2.234  0.014  -0.121
C  3.536  0.766  -0.038
C  1.917  -0.398  1.308
O  2.682  -2.557  -2.892
C  2.530  -3.108  -4.209
C  3.532  -4.425  -4.173
O  3.431  -5.247  -5.359
C  4.587  -5.094  -6.234
O  3.058  -2.363  -5.328
N  2.501  -2.610  -6.524
O  2.383  -1.542  -7.084
H  2.168  -7.557  0.597
H  1.461  -8.314  -3.849
H  2.857  -7.117  -3.689
H  1.012  -6.104  -5.165
H  -0.338  -6.669  -4.025
H  1.492  -4.793  -2.388
H  -0.287  -4.715  -2.803
H  0.666  -3.913  -5.330
H  0.722  -1.558  -4.637
H  -0.865  -2.066  -5.944
H  -1.929  -1.443  -4.639
H  -1.734  -4.522  -4.341
H  -3.145  -3.392  -4.694
H  -1.519  -0.231  -2.930
H  -0.135  0.317  -4.010
H  -0.730  1.048  -0.908
H  0.874  1.502  -1.695
H  -2.389  4.639  -3.033
H  -1.294  6.045  -2.462
H  -2.438  5.175  -1.244
H  0.054  4.548  0.672
H  -1.317  3.219  0.508
H  0.471  2.733  0.418
H  1.987  4.591  -1.455
H  1.833  3.890  -3.207
H  1.083  5.588  -2.720
H  2.459  -3.227  -0.417
H  4.422  0.083  -0.301
H  3.485  1.738  -0.671
H  3.662  1.124  1.061
H  2.885  -0.744  1.865
H  1.421  0.480  1.896
H  1.180  -1.279  1.383
H  3.482  -4.988  -3.174
H  4.599  -3.944  -4.206
H  4.430  -5.565  -7.274
H  5.515  -5.518  -5.701
H  4.809  -3.964  -6.419
O  -1.632  5.895  1.274
C  -2.782  5.879  1.668
O  -3.450  7.032  1.856
C  -4.855  7.114  2.148
C  -5.104  6.941  3.631
C  -3.446  4.584  2.037
H  -5.427  6.409  1.538
H  -5.175  8.114  1.843
H  -4.781  5.959  3.982
H  -6.166  7.060  3.860
H  -4.537  7.683  4.200
H  -3.148  4.304  3.050
H  -3.114  3.814  1.337
H  -4.531  4.610  1.969
O  6.552  -4.193  -3.652
C  7.191  -3.171  -3.474
O  8.209  -3.157  -2.599
C  9.131  -2.063  -2.444
C  8.570  -1.007  -1.513
C  6.798  -1.894  -4.160
H  9.424  -1.657  -3.415
H  10.036  -2.486  -2.001
H  7.651  -0.567  -1.908
H  9.298  -0.208  -1.355
H  8.318  -1.448  -0.545
H  5.986  -1.423  -3.602
H  6.453  -2.136  -5.168
H  7.617  -1.189  -4.280
O  -7.793  -7.899  -4.354
C  -7.160  -6.881  -4.173
O  -6.140  -6.866  -3.291
C  -5.223  -5.774  -3.130
C  -5.791  -4.724  -2.196
C  -7.555  -5.603  -4.855
H  -4.927  -5.363  -4.100
H  -4.317  -6.196  -2.686
H  -6.710  -4.286  -2.592
H  -5.068  -3.923  -2.032
H  -6.045  -5.171  -1.230
H  -8.370  -5.135  -4.299
H  -7.897  -5.842  -5.865
H  -6.738  -4.894  -4.971
O  -0.703  3.461  6.059
C  -1.525  4.104  6.684
O  -2.619  4.583  6.062
C  -3.733  5.201  6.729
C  -3.468  6.674  6.974
C  -1.293  4.447  8.126
H  -3.994  4.661  7.642
H  -4.589  5.099  6.056
H  -2.608  6.827  7.629
H  -4.340  7.151  7.427
H  -3.241  7.179  6.031
H  -0.640  5.320  8.187
H  -0.806  3.597  8.610
H  -2.206  4.634  8.688
O  -7.953  6.349  4.975
C  -8.836  7.095  5.353
O  -8.644  8.427  5.348
C  -9.673  9.396  5.606
C  -9.846  9.622  7.095
C  -10.115  6.542  5.913
H  -10.607  9.119  5.109
H  -9.341  10.327  5.139
H  -10.161  8.711  7.607
H  -10.589  10.401  7.281
H  -8.897  9.926  7.546
H  -9.962  6.274  6.960
H  -10.382  5.647  5.345
H  -10.962  7.219  5.828
O  -0.159  1.370  3.501
C  -0.631  0.589  4.304
O  -0.079  -0.631  4.464
C  -0.446  -1.557  5.499
C  -1.658  -2.372  5.093
C  -1.882  0.931  5.061
H  -0.582  -1.044  6.454
H  0.408  -2.227  5.628
H  -2.535  -1.740  4.935
H  -1.897  -3.113  5.860
H  -1.469  -2.892  4.150
H  -2.750  0.728  4.430
H  -1.855  1.995  5.310
H  -1.985  0.400  6.006
O  10.467  0.512  0.172
C  11.151  -0.073  0.989
O  10.706  -1.215  1.548
C  11.500  -2.071  2.385
C  11.486  -1.590  3.823
C  12.454  0.510  1.454
H  12.512  -2.181  1.987
H  11.040  -3.062  2.335
H  11.921  -0.594  3.919
H  12.044  -2.277  4.463
H  10.458  -1.523  4.191
H  12.258  1.255  2.227
H  12.941  0.991  0.602
H  13.159  -0.230  1.830

Results of the Mulliken charge analysis, in e, for atoms 1 through 8: atom 1 (C): -0.4443, atom 2 (C): -0.2959, atom 3 (C): -0.3332, atom 4 (C): -0.6488, atom 5 (C): -0.2417, atom 6 (C): -0.7624, atom 7 (N): 0.6191, atom 8 (C): -0.5125